48
Properties=species:S:1:pos:R:3:mulliken_charge:R:1 method="wB97M-V/def2-TZVPD" de_lowest_kcal_mol=37.9 multiplicity=1 total_charge=+1 gap_ev=9.15 lumo_ev=-2.18
C -0.59005 2.55698 -0.12824 -0.515
O -0.03848 3.73740 0.42026 -0.569
C 0.29665 1.40940 0.39563 -0.159
C 0.00640 0.11494 -0.36119 0.064
C 0.71554 -1.10157 0.15700 1.183
C 1.26393 -2.00956 -0.68660 -2.091
N 0.85617 -1.24217 1.55356 -0.490
N 1.74661 1.84462 0.18314 -0.030
H -0.56291 2.73808 -1.29742 0.150
H -1.66069 2.42451 0.15246 0.394
H -0.66356 4.23785 0.96625 0.354
H 0.11825 1.32815 1.50960 0.282
H 0.15751 0.24943 -1.49238 0.589
H -1.12948 -0.12453 -0.31925 -0.532
H 1.22987 -1.93281 -1.72237 0.681
H 1.65269 -2.98946 -0.33568 0.269
H 0.12620 -0.68546 2.07662 0.071
H 0.88010 -2.22124 1.89712 0.305
H 2.41304 1.11847 0.62574 0.304
H 1.90264 2.80259 0.56398 0.462
H 1.95107 1.93076 -0.84190 0.439
H 3.21802 0.34211 -2.10028 0.373
H 3.13707 1.52547 -3.05788 0.290
O 2.70617 1.12765 -2.28136 -0.617
H -2.00935 -2.76741 0.63749 0.334
H -2.26307 -3.87696 -0.32422 0.329
O -2.41232 -2.95558 -0.24497 -0.701
H 3.45648 -1.79179 -1.47924 0.297
H 4.92591 -1.30494 -1.63871 0.285
O 4.00623 -1.03211 -1.36779 -0.725
H -1.68130 -1.59180 2.39637 0.424
H -1.95919 -3.05783 2.97170 0.299
O -1.49963 -2.54742 2.25107 -0.709
H -2.41521 0.43858 1.90579 0.365
H -2.06715 0.43262 3.38060 0.244
O -1.78765 0.10434 2.56546 -0.618
H -3.09103 1.48756 -2.49892 0.250
H -2.23134 0.24766 -1.93715 0.431
O -2.54089 1.17291 -1.71885 -0.638
H -3.20309 1.02840 -0.14196 0.291
H -4.42915 0.57699 0.71210 0.303
O -3.53316 1.01043 0.75622 -0.697
H 3.76227 -0.47207 0.23573 0.447
H 2.91684 -0.63455 1.53379 0.374
O 3.49718 -0.01782 1.07370 -0.823
H -2.16039 -1.79262 -2.99721 0.304
H -1.95343 -1.88955 -1.44842 0.412
O -1.74017 -1.32663 -2.24733 -0.682